{
  "formula": "C3H7N3S",
  "method": "the ωB97M-V functional and the def2-TZVPD basis",
  "elements": ["C", "C", "C", "H", "H", "H", "H", "H", "H", "H", "N", "N", "N", "S"],
  "positions_angstrom": [[-0.99341, -0.53383, 0.97104], [-0.53811, 0.52368, -1.32262], [0.79638, 1.54280, 0.33830], [-1.54619, -1.54620, 0.94814], [0.10292, -0.83182, 1.19728], [-1.27350, 0.13193, 1.78655], [-1.46013, -1.66674, -1.30052], [-0.85822, 0.69884, -2.28911], [0.48875, 2.27889, 1.09279], [2.59833, -1.61008, 0.23555], [-1.28505, -0.34443, -0.58167], [0.29068, 1.38287, -0.96574], [1.82740, 0.68123, 0.52905], [1.85014, -0.70712, -0.63904]],
  "forces_ev_per_angstrom": [[0.881, -4.590, -2.265], [-1.383, -0.605, 0.886], [3.828, -4.785, -2.031], [0.604, 1.700, 1.414], [-1.798, 0.618, -0.751], [-0.803, 0.552, -0.994], [0.837, 4.926, 2.694], [-0.552, -0.756, -2.428], [0.408, -0.102, -0.685], [-1.028, 1.742, -1.257], [-0.331, -3.214, 0.353], [-0.089, 3.239, 2.133], [-2.321, 1.147, 0.771], [1.747, 0.128, 2.159]],
  "lowdin_charge": [-0.13, -0.45, -0.29, 0.08, 0.03, 0.07, 0.31, 0.09, 0.12, -0.08, -0.07, 0.00, -0.32, 0.65],
  "total_charge": 0,
  "multiplicity": 1,
  "de_lowest_kcal_mol": 143.8,
  "homo_energy_ev": -8.57,
  "max_force_ev_per_a": 6.5
}